DFT (wB97M-V/def2-TZVPD) results for one molecule with the formula C5H10O2.

```
17
Properties=species:S:1:pos:R:3:forces:R:3
C 1.0231 0.1131 -1.9693 0.03 0.01 -0.02
C 0.2758 -0.7163 -0.9285 -0.24 0.09 -0.21
O 1.1734 -1.4714 -0.1308 0.03 -0.02 0.15
C -0.6334 0.1869 -0.1034 -0.08 -0.18 -0.21
C -1.1211 -0.3054 1.2707 -0.08 -0.12 0.04
C -0.4135 0.9457 1.8078 -0.05 0.02 0.35
O 0.1036 1.2672 0.5082 0.13 0.08 -0.03
H 1.7611 -0.5086 -2.4832 -0.12 0.06 0.07
H 0.3268 0.5183 -2.7131 0.09 -0.05 0.11
H 1.5392 0.9490 -1.4867 -0.05 -0.14 -0.07
H -0.3583 -1.4567 -1.4339 0.01 0.10 0.03
H 1.3101 -1.0104 0.7025 0.20 0.13 -0.06
H -1.4310 0.5757 -0.7527 0.13 -0.03 0.09
H -2.2018 -0.3502 1.4133 0.15 0.02 -0.04
H -0.6724 -1.2529 1.5788 -0.11 0.13 -0.03
H 0.3969 0.7861 2.5297 -0.14 0.00 -0.07
H -1.0785 1.7298 2.1908 0.08 -0.10 -0.09
```
Positions in Å, forces in eV/Å.

Computed properties:
Energy above the lowest of the compared OMol25 structures with the same formula, charge and spin (kcal per mole): 48.2
HOMO level (eV): -9.850
HOMO-LUMO gap (eV): 10.8
SMILES string: C[C@@H](O)[C@H]1CCO1

Atomic partial charges in e from the Löwdin method, atoms 1 to 5:
1. C -0.039
2. C -0.391
3. O -0.026
4. C -0.286
5. C -0.076

=====

DFT (wB97M-V/def2-TZVPD) results for a 2-piece molecular cluster, C6H10N overall in a non-equilibrium geometry.

```
17
Properties=species:S:1:pos:R:3:forces:R:3
C -1.4107 -0.3966 -0.1234 4.28 2.80 0.40
C -2.5159 -0.9920 -0.1113 -2.28 -1.04 0.29
C -0.1160 -0.2596 -0.8741 -2.41 1.54 -7.44
C 0.4841 -1.5629 -1.4306 1.72 0.23 3.53
C 0.5802 -0.0807 1.4931 2.18 -0.94 2.82
C -0.2392 1.9035 0.4902 0.67 -2.46 -2.19
N -0.1571 0.4174 0.3510 -1.51 0.31 1.94
H -0.2620 0.6348 -2.0304 0.51 -2.44 3.98
H 0.1474 -2.3773 -0.7081 0.94 0.71 -1.12
H 1.5947 -1.4068 -1.4682 -0.84 -0.63 0.13
H 0.1655 -1.7938 -2.4148 -0.73 0.25 -0.78
H 0.4897 -1.1539 1.3513 0.15 -0.23 1.06
H 1.7282 0.1407 1.4740 -2.13 0.02 -0.61
H 0.2472 0.3408 2.5627 0.15 -1.17 -2.75
H -1.0243 2.2475 -0.0386 -2.68 1.12 -1.93
H -0.3480 2.1617 1.4569 -0.03 0.65 3.26
H 0.6363 2.1773 0.0201 2.03 1.30 -0.56
```
Positions in Å, forces in eV/Å.

Computed properties:
Energy above the lowest of the compared OMol25 structures with the same formula, charge and spin (kcal per mole): 179.4
HOMO level (eV): -15.343
HOMO-LUMO gap (eV): 9.3
Total charge: +1

Atomic partial charges in e from the Löwdin method, atoms 1 to 5:
1. C -0.240
2. C 0.301
3. C -0.242
4. C -0.015
5. C 0.006

=====

DFT (wB97M-V/def2-TZVPD) results for one molecule with the formula C7H10 in a non-equilibrium geometry.

```
17
Properties=species:S:1:pos:R:3:forces:R:3
C 2.0459 -0.1120 0.0083 -0.10 0.08 0.05
C 0.5395 0.0730 -0.0094 0.11 -0.02 0.06
C -0.1278 1.4603 0.1120 -0.76 -0.47 0.42
C -1.4251 1.1688 -0.0933 -0.28 -0.08 -0.23
C -1.4755 -0.3279 -0.1559 -0.31 -0.27 -0.29
C -0.3218 -0.5444 -1.1582 0.15 -0.11 -0.28
C -0.4115 -0.6984 0.9499 -0.13 -0.20 0.19
H 2.5184 0.3893 -0.8450 -0.14 -0.03 0.14
H 2.4951 0.2930 0.9219 -0.09 -0.03 -0.10
H 2.3065 -1.1777 -0.0508 -0.11 0.21 0.03
H -0.2541 2.0445 1.0178 1.78 1.37 -0.06
H -2.2239 1.8970 -0.0353 -0.20 -0.30 0.39
H -2.4510 -0.8077 -0.1931 0.12 -0.15 -0.25
H -0.3869 -0.0006 -2.1062 0.09 -0.08 0.13
H -0.1068 -1.6034 -1.3217 0.10 0.10 0.05
H -0.5251 -0.2809 1.9587 -0.15 -0.10 -0.23
H -0.1958 -1.7728 1.0004 -0.08 0.08 -0.02
```
Positions in Å, forces in eV/Å.

Computed properties:
Energy above the lowest of the compared OMol25 structures with the same formula, charge and spin (kcal per mole): 72.6
HOMO level (eV): -8.494
HOMO-LUMO gap (eV): 9.5
SMILES string: C[C@]12C=C[C@H](C1)C2

Atomic partial charges in e from the Löwdin method, atoms 1 to 5:
1. C -0.038
2. C -0.456
3. C -0.055
4. C -0.077
5. C -0.237

=====

DFT (wB97M-V/def2-TZVPD) results for C7H11NO2S2 as an isolated structure in a non-equilibrium geometry.

```
23
Properties=species:S:1:pos:R:3:forces:R:3
C 0.2815 -1.2707 -0.1284 2.42 0.56 -0.72
C 0.2358 1.1660 -0.0794 3.15 1.00 -0.68
C -0.3421 -0.0983 -0.1374 -1.63 0.64 -0.06
C 2.5573 -0.1568 -0.5230 -2.29 -0.21 0.93
C -2.6413 0.5863 -1.1487 4.11 -1.01 -2.10
C -2.2686 0.5212 1.3494 -0.35 1.35 -0.41
C -1.8988 -0.0925 -0.0127 0.26 -1.60 0.55
N 4.8792 -1.6004 -0.1547 -2.76 -0.14 1.70
O 4.8718 0.8793 0.2457 0.23 1.67 0.09
O -2.2870 -1.4871 -0.0289 2.10 0.33 1.96
S 1.9447 1.3650 -0.1694 -0.77 -1.50 0.08
S 4.1462 -0.3498 0.3013 -0.22 -1.95 1.02
H 0.0525 -2.1840 -0.6759 0.31 0.25 0.34
H -0.1096 2.1713 -0.2575 -1.27 -0.23 0.26
H -3.6136 0.7148 -0.8682 -2.60 0.85 0.68
H -2.0360 1.5325 -1.3279 -1.45 -0.98 -0.48
H -2.6504 -0.1903 -2.0421 0.38 2.04 1.40
H -2.1699 -0.0251 2.2502 0.78 -1.39 0.45
H -3.3221 0.6161 1.2509 -1.21 0.50 0.21
H -1.8632 1.5218 1.6339 -0.10 -0.60 -0.93
H 5.6939 -1.4217 -0.6645 1.44 0.52 -0.78
H -3.0334 -1.7058 -0.5323 -1.64 0.16 -1.16
H 3.5731 -0.4917 1.7195 1.10 -0.24 -2.35
```
Positions in Å, forces in eV/Å.

Computed properties:
Energy above the lowest of the compared OMol25 structures with the same formula, charge and spin (kcal per mole): 236.5
HOMO level (eV): -8.480
HOMO-LUMO gap (eV): 7.3

Atomic partial charges in e from the Löwdin method, atoms 1 to 5:
1. C 0.239
2. C -0.393
3. C -0.374
4. C -0.495
5. C -0.002

=====

DFT (wB97M-V/def2-TZVPD) results for a 2-piece molecular cluster, C25H24F5N4O overall in a non-equilibrium geometry.

```
59
Properties=species:S:1:pos:R:3:forces:R:3
C 2.9913 0.2372 -0.8654 0.07 0.39 -0.28
N 2.1894 -0.7492 -0.2232 0.30 -0.02 0.08
C 1.6217 -1.8694 -0.9224 -0.23 0.02 -0.48
C 0.9033 -2.6435 0.1809 -0.09 -0.36 -0.05
N 1.0165 -1.7718 1.3197 -0.38 0.07 0.16
C 0.5482 -2.1394 2.6135 -0.11 -0.10 0.22
C 1.8094 -0.6856 1.0834 0.76 0.98 1.02
C 2.2031 0.2648 2.0103 -0.50 -1.11 -1.12
H 3.7402 0.6238 -0.1660 -0.03 -0.10 -0.17
H 3.5032 -0.2104 -1.7247 -0.03 0.09 0.17
H 2.3933 1.0888 -1.2265 0.14 -0.10 0.03
H 0.9049 -1.5391 -1.6892 0.17 -0.07 0.03
H 2.3989 -2.4687 -1.4153 -0.11 0.10 0.03
H -0.1487 -2.8286 -0.0748 0.18 -0.06 0.09
H 1.3860 -3.6158 0.3650 -0.07 0.05 0.02
H 0.3102 -1.2377 3.1840 -0.10 -0.20 -0.03
H -0.3555 -2.7511 2.5138 0.12 0.15 0.08
H 1.2927 -2.7180 3.1854 -0.05 0.02 -0.01
H 1.8037 0.2008 3.0119 0.21 0.23 -0.03
H 2.7938 1.1040 1.6727 -0.17 0.05 0.25
C 4.9662 -5.5239 0.9457 -0.30 -0.22 -0.90
N 5.2316 -5.2735 2.3501 0.21 0.53 1.33
C 5.4923 -6.3069 3.2338 -0.13 0.61 -0.18
C 5.7364 -5.7537 4.4395 0.20 0.29 0.03
N 5.6472 -4.3744 4.2923 -0.06 -0.34 0.01
C 5.9236 -3.4622 5.3645 0.19 -0.20 0.13
C 5.1762 -3.5512 6.5309 -0.81 -0.26 0.11
F 4.2054 -4.4935 6.6183 0.75 0.74 0.01
C 5.3593 -2.6456 7.5703 -0.34 0.02 0.72
F 4.6197 -2.7374 8.6963 0.63 0.12 -1.10
C 6.2943 -1.6205 7.4239 0.01 0.65 0.48
F 6.3883 -0.6570 8.3634 0.00 -1.08 -0.90
C 7.1074 -1.5645 6.2879 0.34 0.75 -0.09
F 7.9904 -0.5519 6.1403 -0.78 -1.15 0.18
C 6.9493 -2.5218 5.2925 0.67 0.08 -0.72
F 7.7835 -2.5296 4.2222 -0.89 0.15 0.88
C 5.2974 -4.0859 3.0137 0.45 -1.87 -0.44
C 5.1102 -2.7632 2.3880 -0.66 2.18 -2.45
C 4.9073 -1.6145 3.2719 -0.17 -0.37 -0.65
C 5.2704 -0.3765 2.8400 0.31 -0.64 0.23
C 5.4238 0.7535 3.7341 -0.41 1.05 0.58
C 6.1979 1.8853 3.3671 -0.38 -0.76 0.03
C 6.3830 2.9351 4.2587 -0.10 0.07 0.30
C 5.8044 2.8856 5.5372 0.12 -0.24 -0.33
C 5.0362 1.7782 5.9099 -0.17 -0.23 -0.17
C 4.8136 0.7380 5.0077 0.42 0.37 -0.15
O 5.1319 -2.6541 1.1376 0.28 -0.69 2.52
H 4.7279 -4.5856 0.4471 0.06 -0.25 0.11
H 5.8537 -5.9729 0.4797 -0.19 0.23 0.21
H 4.1358 -6.2375 0.8591 0.21 0.26 0.10
H 5.4828 -7.3384 2.9243 -0.02 0.06 -0.01
H 5.9862 -6.2149 5.3801 0.00 0.12 -0.02
H 4.4131 -1.8061 4.2254 0.53 0.22 -0.14
H 5.6330 -0.2568 1.8143 -0.02 -0.21 0.32
H 6.6510 1.8950 2.3729 -0.09 0.11 0.31
H 6.9820 3.8008 3.9664 -0.22 -0.31 0.09
H 5.9465 3.7071 6.2400 0.01 -0.23 -0.22
H 4.5915 1.7146 6.9045 0.09 0.17 -0.30
H 4.1495 -0.0862 5.2692 0.20 0.25 0.08
```
Positions in Å, forces in eV/Å.

Computed properties:
HOMO level (eV): -9.240
HOMO-LUMO gap (eV): 4.8
Total charge: +1

Atomic partial charges in e from the Löwdin method, atoms 1 to 5:
1. C -0.050
2. N -0.141
3. C -0.126
4. C -0.129
5. N -0.144

=====

DFT (wB97M-V/def2-TZVPD) results for one molecule with the formula C3H6O3 in a non-equilibrium geometry.

```
12
Properties=species:S:1:pos:R:3:forces:R:3
C 1.9400 -0.3465 -0.1122 0.29 -0.03 0.03
O 0.6882 -0.6481 0.5282 -0.05 -0.22 0.18
C -0.2349 0.2604 0.3170 0.53 0.70 0.03
O 0.0185 1.3421 -0.2056 0.36 -0.34 0.75
C -1.6859 -0.1614 0.4096 0.40 0.15 0.24
O -1.9777 0.1570 -0.9390 0.09 1.56 -0.23
H 1.7812 -0.2644 -1.1922 0.04 -0.02 0.23
H 2.3449 0.5932 0.2635 0.02 -0.15 -0.02
H 2.5850 -1.1883 0.1243 0.03 0.10 -0.03
H -1.7992 -1.2171 0.6897 0.01 0.23 -0.53
H -2.2803 0.4482 1.1076 0.29 -0.06 -0.05
H -1.3800 1.0248 -0.9907 -2.02 -1.93 -0.60
```
Positions in Å, forces in eV/Å.

Computed properties:
Energy above the lowest of the compared OMol25 structures with the same formula, charge and spin (kcal per mole): 36.8
HOMO level (eV): -10.298
HOMO-LUMO gap (eV): 11.2
SMILES string: COC(=O)CO

Atomic partial charges in e from the Löwdin method, atoms 1 to 5:
1. C -0.023
2. O 0.005
3. C -0.483
4. O 0.064
5. C -0.153

=====

DFT (wB97M-V/def2-TZVPD) results for a 2-piece molecular cluster, C4H6P2 overall in a non-equilibrium geometry.

```
12
Properties=species:S:1:pos:R:3:forces:R:3
C 0.1544 0.4499 -1.5308 -0.90 2.09 2.84
C 0.5518 -0.0298 -2.7427 1.32 -1.96 -3.91
C 0.0938 -0.4752 -0.5685 -1.57 -0.01 3.29
C -0.8914 0.4731 1.6004 -2.53 -0.09 -3.77
P 0.7410 -1.7650 -2.9565 -0.04 1.05 -0.13
P -0.1437 -2.1724 -1.0033 0.11 0.81 -0.27
H -0.1226 1.4692 -1.1667 0.61 -0.60 -1.16
H 0.8321 0.5750 -3.6500 -0.53 -0.41 1.15
H -1.8889 0.0325 1.3626 1.06 0.12 0.45
H -0.9555 1.5552 1.5725 0.68 -0.11 -0.01
H -0.2395 -0.0654 2.1683 1.58 -1.05 1.62
H 0.7704 -2.9321 -0.2473 0.19 0.16 -0.10
```
Positions in Å, forces in eV/Å.

Computed properties:
Energy above the lowest of the compared OMol25 structures with the same formula, charge and spin (kcal per mole): 87.1
HOMO level (spin up / spin down) (eV): -8.189 / -8.103
HOMO-LUMO gap (spin up / spin down) (eV): 7.6 / 7.7

Atomic partial charges in e from the Löwdin method, atoms 1 to 5:
1. C -0.384
2. C -0.524
3. C -0.415
4. C 0.092
5. P 0.609

=====

DFT (wB97M-V/def2-TZVPD) results for an isolated ion of composition C4H6IN2 and charge +1 in a non-equilibrium geometry.

```
13
Properties=species:S:1:pos:R:3:forces:R:3
C 0.8226 1.0294 -0.0866 3.38 -1.46 0.55
C 2.2019 1.2602 0.0558 -1.13 -3.27 0.27
C 1.2227 -1.3086 0.1644 3.03 0.77 0.34
C -1.0847 -0.5159 -0.0368 -0.99 1.10 3.18
N 0.4476 -0.3216 0.0566 -2.21 0.16 -0.77
N 3.0181 0.2231 0.4070 -5.04 0.47 0.03
I 4.8665 -0.1168 0.1228 1.83 -0.09 -0.43
H 0.1275 1.7069 -0.4764 -0.92 0.77 -0.06
H 2.5273 2.2273 -0.1450 1.00 1.57 -0.23
H 1.4619 -2.3868 0.3879 -0.99 1.47 -0.15
H -1.5400 0.2022 -0.7666 0.75 -0.65 0.76
H -1.2833 -1.5268 -0.3014 -0.07 -0.69 -0.38
H -1.5562 -0.3616 1.0972 1.36 -0.16 -3.12
```
Positions in Å, forces in eV/Å.

Computed properties:
Energy above the lowest of the compared OMol25 structures with the same formula, charge and spin (kcal per mole): 138.1
HOMO level (spin up / spin down) (eV): -12.703 / -12.689
HOMO-LUMO gap (spin up / spin down) (eV): 7.3 / 6.6
Total charge: +1

Atomic partial charges in e from the Löwdin method, atoms 1 to 5:
1. C -0.037
2. C -0.196
3. C 0.248
4. C 0.038
5. N -0.180